94
Properties=species:S:1:pos:R:3 method="wB97M-V/def2-TZVPD" mol_weight_g_mol=772.8 s_squared=0.76 spin_multiplicity=2 max_force_ev_per_a=4.79 total_charge=+1 lumo_ha="-0.1344 / -0.3896"
C 0.464 2.344 -3.901
O -0.928 1.921 -3.786
H 0.442 3.018 -4.757
H 1.021 2.800 -3.083
H 1.018 1.440 -4.154
H -1.613 2.545 -3.536
O 3.355 2.950 1.291
S 3.518 2.355 -0.011
O 3.065 2.982 -1.277
O 5.135 1.842 -0.144
C 5.664 1.485 -1.375
C 6.220 2.609 -2.222
C 2.860 0.665 0.239
H 4.831 1.064 -1.937
H 6.498 0.791 -1.269
H 6.642 2.281 -3.172
H 7.108 3.070 -1.790
H 5.587 3.459 -2.476
H 3.184 0.142 1.138
H 2.981 0.047 -0.651
H 1.799 0.901 0.321
O -0.737 -6.193 -0.343
S -1.562 -5.007 -0.041
O -1.713 -3.921 -0.967
O -3.132 -5.499 0.270
C -4.064 -4.444 0.458
C -5.428 -5.108 0.709
C -1.005 -4.480 1.624
H -4.155 -3.711 -0.343
H -3.818 -3.750 1.261
H -5.284 -5.824 1.518
H -5.776 -5.655 -0.168
H -6.227 -4.439 1.029
H -0.958 -3.392 1.684
H -0.114 -5.077 1.817
H -1.815 -4.707 2.318
O -0.236 -0.144 1.083
S -1.646 -0.310 0.826
O -2.367 -1.538 1.178
O -2.526 1.057 1.223
C -1.876 2.086 1.883
C -1.373 3.126 0.876
C -1.651 -0.254 -1.072
H -1.041 1.861 2.546
H -2.666 2.475 2.526
H -1.378 4.110 1.343
H -2.147 3.178 0.110
H -0.518 2.951 0.221
H -1.212 0.717 -1.300
H -2.629 -0.282 -1.553
H -1.028 -1.092 -1.385
O 3.260 -0.985 -2.796
S 2.339 -1.790 -3.624
O 1.273 -1.137 -4.369
O 3.251 -2.852 -4.565
C 4.404 -3.395 -3.925
C 5.434 -3.682 -4.822
C 1.545 -2.975 -2.438
H 4.060 -4.248 -3.342
H 4.858 -2.798 -3.134
H 6.363 -3.323 -4.380
H 5.279 -3.252 -5.811
H 5.593 -4.755 -4.933
H 1.221 -3.831 -3.030
H 0.646 -2.671 -1.901
H 2.291 -3.280 -1.704
C 2.200 4.199 4.691
N 0.835 4.832 4.464
O 0.627 5.829 5.086
O 0.109 4.420 3.542
H 2.593 4.058 3.684
H 2.184 3.251 5.230
H 2.805 4.891 5.277
C -4.353 1.982 -5.063
N -5.048 1.319 -3.942
O -6.060 1.891 -3.449
O -4.627 0.320 -3.489
H -3.284 1.765 -5.057
H -4.592 3.030 -4.882
H -4.876 1.577 -5.929
C -4.143 1.428 5.569
N -5.239 1.893 4.659
O -6.414 1.558 4.812
O -4.839 2.606 3.772
H -3.994 0.420 5.181
H -4.667 1.488 6.523
H -3.257 2.033 5.374
C 0.812 0.604 4.553
N 0.111 0.127 5.787
O -0.999 0.565 6.115
O 0.673 -0.632 6.536
H 0.272 0.086 3.761
H 1.855 0.301 4.649
H 0.732 1.691 4.540

***

93
Properties=species:S:1:pos:R:3 method="wB97M-V/def2-TZVPD" relative_energy_kcal_mol=0.0 mol_weight_g_mol=652.5 smiles="CCB(O)[C@@](CCOC(C)=O)(COC)OC.NC(N)=O.NC(N)=O.NC(N)=O.NC(N)=O.NC(N)=O.NC(N)=O.NC(N)=O" spin_multiplicity=1 max_force_ev_per_a=1.26 total_charge=0 lumo_ha=0.0185
C 1.191 0.738 3.143
C -0.306 0.294 3.180
B -0.701 -0.508 1.877
O -0.514 -1.883 1.861
C -1.373 0.143 0.557
C -1.608 1.670 0.636
C -0.352 2.495 0.378
O -0.488 3.885 0.755
C -1.744 4.417 0.748
C -2.231 4.861 2.106
O -2.381 4.570 -0.274
C -0.485 -0.238 -0.629
O 0.864 -0.099 -0.205
C 1.750 0.204 -1.273
O -2.608 -0.558 0.335
C -3.681 -0.168 1.167
H 1.266 1.826 3.216
H 1.661 0.461 2.192
H 1.759 0.283 3.956
H -0.960 1.147 3.392
H -0.432 -0.390 4.029
H -1.345 -2.317 2.118
H -2.011 1.907 1.625
H -2.350 1.919 -0.135
H -0.076 2.442 -0.677
H 0.490 2.120 0.959
H -2.080 5.938 2.213
H -1.696 4.336 2.898
H -3.303 4.654 2.173
H -0.685 -1.286 -0.889
H -0.698 0.407 -1.493
H 1.443 -0.319 -2.179
H 2.753 -0.143 -1.015
H 1.757 1.277 -1.484
H -3.383 -0.033 2.214
H -4.182 0.734 0.790
H -4.411 -0.982 1.134
C -2.262 -3.126 4.393
O -2.834 -2.613 3.437
N -0.923 -3.013 4.561
N -2.935 -3.853 5.335
H -0.410 -3.455 5.301
H -0.411 -2.493 3.867
H -3.926 -3.947 5.224
H -2.486 -4.281 6.121
C 4.556 2.687 -2.656
O 3.425 2.343 -2.953
N 5.186 3.744 -3.247
N 5.280 2.032 -1.693
H 6.122 4.022 -3.025
H 4.711 4.238 -3.984
H 4.838 1.256 -1.238
H 6.210 2.290 -1.429
C 1.262 -5.578 3.306
O 1.668 -4.702 4.055
N 0.498 -5.314 2.203
N 1.537 -6.903 3.525
H 0.148 -6.025 1.588
H 0.243 -4.355 2.018
H 2.097 -7.129 4.324
H 1.211 -7.640 2.930
C 0.873 0.117 -5.382
O 1.554 -0.461 -4.554
N 0.728 1.474 -5.355
N 0.213 -0.536 -6.389
H 0.177 1.988 -6.014
H 1.231 1.967 -4.636
H 0.302 -1.533 -6.424
H -0.350 -0.070 -7.073
C -7.649 -2.778 1.773
O -8.812 -2.605 2.091
N -7.132 -2.317 0.593
N -6.758 -3.443 2.572
H -6.177 -2.454 0.321
H -7.747 -1.810 -0.014
H -7.103 -3.787 3.448
H -5.791 -3.576 2.338
C 0.888 -4.104 -1.362
O -0.205 -3.999 -0.828
N 1.129 -3.680 -2.636
N 1.949 -4.667 -0.702
H 2.023 -3.749 -3.083
H 0.372 -3.234 -3.125
H 1.768 -4.953 0.244
H 2.862 -4.801 -1.091
C 5.110 7.158 -4.696
O 5.348 6.045 -5.142
N 5.161 7.440 -3.360
N 4.766 8.203 -5.505
H 4.959 8.344 -2.979
H 5.381 6.686 -2.737
H 4.716 8.022 -6.490
H 4.562 9.122 -5.165

***

73
Properties=species:S:1:pos:R:3 method="wB97M-V/def2-TZVPD" mol_weight_g_mol=440.5 spin_multiplicity=1 max_force_ev_per_a=3.83 total_charge=-1 lumo_ha=0.0909
C 3.290 1.685 1.404
C 1.772 1.288 1.322
C 1.161 1.595 2.709
C 1.139 2.097 0.152
C 1.743 3.528 -0.035
C -0.417 2.188 0.192
O -1.070 1.527 -0.917
Nb -1.482 -0.482 -0.496
C -3.230 -0.018 0.887
C -3.680 1.486 0.915
C -5.194 1.533 1.344
N -6.046 1.687 0.141
H 3.859 0.994 2.052
H 3.368 2.666 1.897
H 3.767 1.666 0.419
H 1.767 0.221 1.071
H 0.374 0.852 2.925
H 0.688 2.586 2.746
H 1.906 1.464 3.510
H 1.388 1.552 -0.775
H 2.701 3.409 -0.563
H 1.094 4.086 -0.728
H 1.866 4.069 0.912
H -0.876 1.795 1.110
H -0.675 3.261 0.085
H -2.590 -0.612 -1.955
H -0.034 -0.922 -1.568
H -0.395 -0.454 1.001
H -1.721 -2.273 -0.169
H -2.947 -0.355 1.903
H -4.110 -0.604 0.557
H -3.539 1.985 -0.049
H -3.132 1.995 1.726
H -5.385 2.382 2.027
H -5.460 0.611 1.881
H -6.780 0.986 0.122
H -6.454 2.608 0.124
C 1.870 -5.729 0.210
C 1.184 -4.619 -0.569
O 0.653 -3.640 0.301
H 1.168 -6.201 0.899
H 2.272 -6.493 -0.462
H 2.690 -5.326 0.811
H 0.354 -5.020 -1.152
H 1.888 -4.141 -1.256
H 1.380 -3.274 0.808
C 3.738 -0.204 -2.044
C 3.467 -1.667 -1.750
O 2.616 -1.818 -0.624
H 4.199 0.277 -1.180
H 4.401 -0.091 -2.906
H 2.805 0.325 -2.248
H 4.399 -2.191 -1.528
H 2.998 -2.152 -2.615
H 1.776 -1.360 -0.827
C 8.018 0.564 1.268
C 6.769 0.750 0.426
O 6.452 2.135 0.306
H 7.875 0.993 2.261
H 8.267 -0.494 1.373
H 8.870 1.080 0.815
H 5.917 0.255 0.890
H 6.908 0.330 -0.576
H 7.200 2.567 -0.112
C -9.048 -0.602 -2.778
C -7.945 -1.064 -1.843
O -7.969 -0.325 -0.625
H -8.940 0.461 -2.997
H -9.025 -1.160 -3.716
H -10.030 -0.738 -2.315
H -6.968 -0.908 -2.298
H -8.052 -2.130 -1.615
H -8.823 -0.466 -0.210